{
  "formula": "C27H29As2InN2O3S4SbSe4",
  "method": "ωB97M-V/def2-TZVPD",
  "elements": ["In", "O", "N", "N", "O", "C", "C", "C", "C", "C", "C", "H", "H", "H", "H", "H", "S", "S", "S", "S", "C", "As", "C", "C", "H", "H", "H", "H", "H", "H", "H", "H", "H", "O", "As", "C", "C", "C", "C", "C", "C", "C", "C", "C", "C", "C", "C", "C", "C", "C", "C", "C", "C", "H", "H", "H", "H", "H", "H", "H", "H", "H", "H", "H", "H", "H", "H", "H", "Se", "Sb", "Se", "Se", "Se"],
  "xyz": [[0.415, -1.565, -0.006], [0.948, -1.739, -2.215], [0.102, -2.323, -2.977], [-0.712, -3.066, -2.341], [-0.671, -3.233, -1.053], [-1.766, -3.706, -3.072], [-1.775, -3.688, -4.461], [-2.817, -4.310, -5.127], [-3.832, -4.940, -4.418], [-3.803, -4.946, -3.032], [-2.766, -4.329, -2.345], [-0.980, -3.192, -4.998], [-2.833, -4.304, -6.210], [-4.643, -5.424, -4.947], [-4.591, -5.432, -2.472], [-2.719, -4.312, -1.266], [1.421, 0.535, 2.405], [3.103, -0.527, 2.941], [2.587, -2.493, 2.694], [2.426, -2.829, 0.673], [-2.581, 3.581, -0.530], [-0.903, 3.623, 0.494], [-1.734, 3.477, 2.257], [-0.714, 5.587, 0.501], [-3.303, 4.284, -0.112], [-2.992, 2.571, -0.482], [-2.390, 3.840, -1.573], [-2.518, 4.227, 2.370], [-0.980, 3.609, 3.033], [-2.162, 2.481, 2.373], [-1.644, 6.070, 0.808], [-0.436, 5.931, -0.496], [0.082, 5.869, 1.192], [1.660, 0.234, -0.562], [1.905, 0.964, -2.028], [2.246, 2.810, -1.650], [2.785, 3.116, -0.406], [3.010, 4.441, -0.069], [2.691, 5.451, -0.968], [2.144, 5.142, -2.205], [1.916, 3.816, -2.549], [3.462, 0.261, -2.902], [4.010, -0.906, -2.386], [5.151, -1.436, -2.975], [5.732, -0.805, -4.065], [5.186, 0.369, -4.569], [4.050, 0.907, -3.983], [0.409, 0.925, -3.227], [-0.833, 1.260, -2.699], [-1.967, 1.154, -3.491], [-1.852, 0.732, -4.809], [-0.608, 0.408, -5.333], [0.528, 0.494, -4.541], [2.985, 2.321, 0.303], [3.416, 4.686, 0.904], [2.853, 6.487, -0.695], [1.879, 5.932, -2.896], [1.458, 3.572, -3.501], [3.556, -1.389, -1.529], [5.580, -2.346, -2.576], [6.620, -1.224, -4.522], [5.648, 0.866, -5.412], [3.633, 1.833, -4.364], [-0.917, 1.569, -1.664], [-2.936, 1.387, -3.069], [-2.738, 0.641, -5.425], [-0.523, 0.065, -6.357], [1.488, 0.190, -4.936], [-3.874, -0.451, 3.852], [-1.856, -1.086, 2.741], [-0.945, -3.273, 2.365], [-0.094, 0.382, 3.992], [-1.671, -0.124, 0.421]],
  "lowdin_charge": [0.0252, -0.2367, 0.0261, -0.2124, -0.1995, -0.1531, -0.0235, -0.0917, -0.1002, -0.0744, 0.0076, 0.1035, 0.0982, 0.0964, 0.1040, 0.1223, -0.1539, -0.0204, -0.0968, 0.0728, -0.3528, 1.0497, -0.3445, -0.3548, 0.0195, -0.0106, 0.0115, 0.0220, 0.0115, -0.0155, 0.0132, 0.0008, 0.0096, -0.5816, 1.2349, -0.3015, -0.0950, -0.0783, -0.0962, -0.0937, -0.1005, -0.2820, -0.0716, -0.0632, -0.0875, -0.0907, -0.1049, -0.3063, -0.1215, -0.0637, -0.0785, -0.0855, -0.0973, 0.0927, 0.1069, 0.1024, 0.1009, 0.1021, 0.0568, 0.1083, 0.0997, 0.0993, 0.1029, 0.0130, 0.1082, 0.1017, 0.1010, 0.1014, -0.1917, -0.1755, -0.0344, 0.0923, 0.1233],
  "fmax_ev_per_a": 0.39,
  "charge": -1,
  "e_tot_ha": -17482.056093
}

{
  "formula": "C2H5N5O",
  "method": "ωB97M-V/def2-TZVPD",
  "elements": ["O", "N", "C", "N", "N", "C", "N", "N", "H", "H", "H", "H", "H"],
  "xyz": [[-2.528, 0.267, 0.334], [-1.754, -0.773, -0.205], [-0.388, -0.493, -0.094], [0.403, -1.499, 0.112], [1.749, -1.212, 0.045], [2.154, 0.001, 0.011], [1.303, 1.105, 0.096], [-0.007, 0.805, -0.177], [-3.113, 0.513, -0.402], [-2.007, -1.645, 0.282], [3.223, 0.137, -0.103], [1.388, 1.433, 1.025], [-0.423, 1.362, -0.925]],
  "nbo_charge": [-0.5610, -0.3343, 0.5171, -0.3945, -0.2661, 0.1695, -0.4657, -0.4544, 0.4713, 0.3846, 0.1938, 0.3558, 0.3841],
  "fmax_ev_per_a": 2.13,
  "smiles": "ONC1=NN=CNN1",
  "e_tot_ha": -428.093134
}